The following is a DFT calculation (ωB97M-V with the def2-TZVPD basis set) of C18H12FeN2O5 as an isolated structure at a distorted geometry.

Values from the calculation:
Expectation value of S² = 6.14
E_LUMO (spin up / spin down) = 5.0 / 3.5 eV
Net charge = -2
Spin multiplicity = 5

Each line ends with the Löwdin spin population.
Element x y z (Å)
C 1.503 -0.444 1.293  0.345
N 2.470 0.435 0.840  0.244
O 3.717 0.146 0.952  0.282
O 2.135 1.517 0.256  0.170
C 0.119 -0.245 0.977  0.167
C -0.412 1.025 0.647  0.123
C -1.764 1.178 0.398  0.075
C -2.633 0.078 0.467  0.202
C -4.046 0.255 0.264  0.060
N -5.200 0.421 0.122  0.134
C -2.113 -1.201 0.725  0.043
C -0.763 -1.368 0.975  0.126
H 1.849 -1.401 1.707  0.008
H 0.282 1.860 0.568  0.004
H -2.158 2.158 0.128  0.003
H -2.783 -2.067 0.707  0.000
H -0.317 -2.349 1.166  0.004
O 6.474 -4.348 5.734  0.005
C 5.855 -3.398 5.450  0.002
Fe 4.859 -2.171 4.726  1.263
C 5.998 -1.895 3.375  0.011
O 6.658 -1.884 2.421  0.011
C 4.143 -3.371 3.632  -0.027
O 3.675 -4.115 2.870  -0.032
C 3.249 -0.393 3.946  0.221
C 2.147 -0.935 4.609  0.050
C 2.223 -1.756 5.714  0.156
C 3.443 -2.195 6.282  0.039
C 4.559 -1.356 6.617  0.006
C 4.859 -0.205 5.899  0.237
C 4.510 -0.122 4.528  0.015
H 3.152 -0.110 2.901  0.014
H 1.160 -0.724 4.194  0.002
H 1.280 -2.154 6.106  0.009
H 3.389 -3.151 6.821  0.000
H 5.200 -1.640 7.467  0.002
H 5.587 0.528 6.278  0.019
H 5.198 0.452 3.883  0.004

The following is a DFT calculation (ωB97M-V with the def2-TZVPD basis set) of one molecule with the formula C18H13ClF3N5O at a distorted geometry.

Values from the calculation:
ΔE to the lowest compared entry with this formula, charge and spin = 189.6 kJ/mol
E_LUMO = -0.1 eV

Each line ends with the Mulliken charge.
Element x y z (Å)
C -4.875 0.940 -0.216  -1.486
C -3.423 0.472 0.005  0.564
C -3.238 -0.807 0.783  -0.617
C -2.150 -1.591 0.707  0.391
C -2.145 -2.944 1.296  -0.336
C -2.990 -3.325 2.552  -1.079
C -1.493 -3.236 2.605  0.396
C -0.902 -2.093 3.291  0.011
N -0.389 -1.351 4.028  -0.513
N -1.016 -0.989 0.135  0.156
C 0.208 -1.687 0.090  0.435
O 0.473 -2.831 0.287  -0.602
C 1.375 -1.040 -0.619  -0.718
C 1.249 0.241 -1.140  0.875
C 2.245 0.812 -2.092  -1.308
N 2.808 2.069 -1.693  0.979
N 2.396 3.282 -2.219  -1.005
C 3.285 4.188 -1.768  0.454
Cl 2.875 5.873 -2.086  -0.180
C 4.404 3.631 -1.136  -0.896
C 4.051 2.220 -1.031  0.168
C 4.857 0.999 -0.410  0.838
F 3.961 0.224 0.266  -0.200
F 5.826 1.497 0.274  -0.257
F 5.510 0.316 -1.333  -0.252
N 0.061 0.883 -1.027  -0.551
C -0.985 0.352 -0.405  0.155
C -2.279 1.063 -0.464  -0.584
H -4.957 1.509 -1.130  0.394
H -5.081 1.518 0.668  0.338
H -5.597 0.161 -0.378  0.384
H -4.061 -1.332 1.181  0.549
H -1.914 -3.774 0.537  0.356
H -3.481 -4.247 2.570  0.289
H -3.619 -2.520 2.931  0.332
H -0.890 -4.143 2.728  0.427
H 2.217 -1.696 -0.695  0.477
H 1.648 0.848 -2.963  0.401
H 3.115 0.101 -2.358  0.363
H 5.180 4.318 -0.863  0.399
H -2.258 2.090 -0.907  0.453

The following is a DFT calculation (ωB97M-V with the def2-TZVPD basis set) of C18H13HfN3O3S2 as an isolated structure at a distorted geometry.

Values from the calculation:
ΔE to the lowest compared entry with this formula, charge and spin = 20.6 kJ/mol
Expectation value of S² = 0.75
E_LUMO (spin up / spin down) = -4.0 / -4.0 eV
Net charge = +1
Spin multiplicity = 2

Each line ends with the Löwdin spin population.
Element x y z (Å)
Hf -0.041 -0.019 0.739  0.185
O 3.452 4.395 0.792  0.000
C 4.204 3.303 1.039  0.000
C 5.559 3.513 1.292  0.000
C 6.383 2.446 1.573  0.000
C 5.887 1.137 1.612  0.000
C 4.555 0.928 1.351  0.000
C 3.691 1.998 1.055  0.000
C 2.292 1.707 0.781  0.001
O 1.931 0.411 0.709  0.002
N 1.410 2.653 0.658  0.001
N 0.087 2.120 0.490  0.002
C -0.868 2.965 0.299  0.001
C -2.276 2.634 0.109  0.000
C -3.147 3.706 -0.113  0.000
C -4.493 3.485 -0.322  0.000
C -4.979 2.181 -0.311  0.000
C -4.137 1.099 -0.090  0.000
C -2.799 1.334 0.120  0.001
O -1.940 0.306 0.346  0.002
H 2.517 4.115 0.728  0.000
H 5.934 4.527 1.269  0.000
H 7.432 2.626 1.772  0.000
H 6.537 0.304 1.843  0.000
H 4.150 -0.074 1.375  0.000
H -0.583 4.015 0.264  0.000
H -2.749 4.715 -0.118  0.000
H -5.162 4.316 -0.493  0.000
H -6.033 1.998 -0.475  0.000
H -4.512 0.085 -0.073  0.000
S -0.137 0.499 4.094  0.405
C -0.121 -0.462 2.877  0.379
S 0.890 -4.552 0.006  0.004
C -0.790 -4.293 0.147  -0.001
C -1.057 -2.973 0.150  0.003
N 0.081 -2.173 0.047  0.008
C 1.177 -2.911 -0.032  0.007
H -1.493 -5.108 0.212  0.000
H -2.030 -2.512 0.222  0.000
H 2.168 -2.482 -0.100  0.000

The following is a DFT calculation (ωB97M-V with the def2-TZVPD basis set) of C18H13LuN2O5STe as an isolated structure at a distorted geometry.

Values from the calculation:
ΔE to the lowest compared entry with this formula, charge and spin = 48.4 kJ/mol
Expectation value of S² = 0.77
E_LUMO (spin up / spin down) = 2.6 / 2.6 eV
Net charge = -1
Spin multiplicity = 2

Each line ends with the Löwdin spin population.
Element x y z (Å)
Lu -0.691 -0.426 -0.919  0.019
O -2.973 -3.696 -2.495  0.092
C -2.464 -2.784 -1.725  0.241
O -1.610 -1.886 -2.186  0.103
C -2.821 -2.713 -0.392  0.112
C -3.656 -3.639 0.272  0.104
C -3.952 -3.330 1.593  0.033
C -3.419 -2.236 2.225  0.131
C -2.588 -1.400 1.508  0.007
N -2.283 -1.625 0.244  0.146
C -1.759 -0.244 2.102  -0.003
O -2.017 0.149 3.283  -0.002
O -0.888 0.176 1.261  -0.002
H -2.597 -3.549 -3.390  0.002
H -4.115 -4.436 -0.284  0.007
H -4.644 -4.021 2.171  -0.001
H -3.586 -1.992 3.301  0.007
O -1.550 1.409 -1.799  0.002
N -0.683 2.403 -1.965  0.000
C -1.173 3.650 -1.696  0.000
C -0.404 4.750 -1.962  0.000
C 0.936 4.521 -2.389  0.000
C 1.412 3.261 -2.525  0.000
C 0.581 2.160 -2.340  0.000
S 1.271 0.646 -2.577  0.000
H -2.198 3.760 -1.271  0.000
H -0.767 5.698 -1.624  0.000
H 1.573 5.364 -2.472  0.000
H 2.421 3.087 -2.805  0.000
Te 1.572 -2.261 -0.339  0.001
C 2.888 -1.040 0.853  0.000
C 2.970 -1.184 2.270  0.000
C 3.911 -0.397 2.994  0.000
C 4.685 0.548 2.337  0.000
C 4.529 0.746 0.980  0.000
C 3.649 -0.039 0.260  0.000
H 2.302 -1.768 2.825  0.000
H 3.971 -0.509 4.083  0.000
H 5.329 1.178 2.917  0.000
H 5.180 1.524 0.500  0.000
H 3.660 0.144 -0.826  0.000

The following is a DFT calculation (ωB97M-V with the def2-TZVPD basis set) of C18H13MnN3O3S6 as an isolated structure at a distorted geometry.

Values from the calculation:
ΔE to the lowest compared entry with this formula, charge and spin = 0.0 kJ/mol
Expectation value of S² = 8.76
E_LUMO (spin up / spin down) = 4.3 / 4.3 eV
Net charge = -2
Spin multiplicity = 6

Each line ends with the Löwdin spin population.
Element x y z (Å)
Mn 0.776 -0.145 -0.791  4.666
O -0.929 -1.099 -1.767  0.055
C -2.156 -1.245 -1.368  0.012
C -2.860 -2.453 -1.644  0.003
C -4.116 -2.653 -1.116  0.006
C -4.808 -1.671 -0.389  0.002
C -4.207 -0.473 -0.133  0.005
C -2.922 -0.167 -0.684  0.003
C -2.309 1.028 -0.363  0.027
N -0.963 1.254 -0.319  0.018
N -0.583 2.489 -0.055  0.000
C 0.738 2.624 0.066  0.004
O 1.568 1.679 0.057  0.043
C 1.195 4.020 0.165  0.001
C 0.299 5.055 0.440  0.000
C 0.804 6.372 0.566  0.000
C 2.137 6.601 0.393  -0.001
C 3.055 5.538 0.213  0.000
C 2.563 4.252 0.079  0.000
H -2.339 -3.260 -2.180  0.000
H -4.648 -3.607 -1.251  0.000
H -5.828 -1.847 -0.120  0.000
H -4.684 0.310 0.469  0.000
H -2.952 1.889 -0.080  0.002
H -0.772 4.878 0.549  0.000
H 0.082 7.139 0.818  0.000
H 2.539 7.610 0.413  0.000
H 4.130 5.741 0.110  0.000
H 3.245 3.401 -0.097  0.000
O 3.929 0.350 -4.181  0.033
S 3.217 -0.593 -3.221  0.038
N 2.260 -0.372 -2.140  0.024
C 2.008 -4.547 3.615  0.001
S 0.364 -3.960 3.142  0.002
C 0.486 -4.196 1.402  0.007
C 1.095 -3.277 0.627  0.006
S 1.503 -1.720 1.213  0.034
S 1.551 -3.864 -0.933  0.003
C 0.571 -5.289 -0.955  0.000
S 0.144 -6.056 -2.324  -0.001
S -0.058 -5.680 0.663  0.003
H 2.023 -4.615 4.753  0.000
H 2.797 -3.890 3.211  0.001
H 2.057 -5.552 3.148  0.000

The following is a DFT calculation (ωB97M-V with the def2-TZVPD basis set) of C18H13N4ORe as an isolated structure.

Values from the calculation:
ΔE to the lowest compared entry with this formula, charge and spin = 0.0 kJ/mol
Expectation value of S² = 3.80
E_LUMO (spin up / spin down) = -12.5 / -13.6 eV
Net charge = +3
Spin multiplicity = 4

Each line ends with the Löwdin spin population.
Element x y z (Å)
Re 0.186 -0.903 -0.203  1.522
C 2.349 -3.830 -3.568  0.085
C 1.148 -4.116 -2.924  0.009
C 0.338 -3.078 -2.492  0.047
C 0.768 -1.754 -2.711  0.063
C 1.996 -1.461 -3.333  0.059
C 2.773 -2.512 -3.772  0.001
N -0.030 -0.725 -2.161  0.277
C -0.431 0.467 -2.654  0.139
C -0.428 0.851 -4.017  0.100
C -0.909 2.097 -4.340  0.015
C -1.387 2.974 -3.345  0.246
C -1.392 2.615 -1.974  0.034
C -0.921 1.380 -1.659  0.094
N -0.839 0.818 -0.331  0.004
N -1.462 1.326 0.620  0.006
C -1.337 0.576 1.797  0.014
C -1.964 1.001 2.944  0.003
C -1.863 0.195 4.084  0.022
C -1.154 -0.989 4.010  0.005
C -0.542 -1.358 2.814  0.034
N -0.621 -0.591 1.716  0.063
H 2.967 -4.646 -3.920  0.003
H 0.831 -5.141 -2.792  -0.001
H -0.643 -3.273 -2.070  0.004
H 2.315 -0.434 -3.464  0.001
H 3.713 -2.318 -4.270  -0.001
H -0.083 0.159 -4.775  0.003
H -0.937 2.414 -5.375  -0.002
H -1.773 3.944 -3.632  0.009
H -1.759 3.300 -1.220  -0.001
H -2.520 1.929 2.937  0.000
H -2.341 0.499 5.007  0.001
H -1.058 -1.642 4.867  0.000
H 0.029 -2.275 2.737  0.006
O 2.909 0.164 0.819  0.068
C 1.916 -0.212 0.459  0.067

The following is a DFT calculation (ωB97M-V with the def2-TZVPD basis set) of C18H14AuBrCl3N3O2 as an isolated structure.

Values from the calculation:
ΔE to the lowest compared entry with this formula, charge and spin = 40.7 kJ/mol
E_LUMO = -0.4 eV

Each line ends with the Mulliken charge.
Element x y z (Å)
Au 0.678 1.965 -0.152  0.625
O 4.232 -0.664 -1.151  -0.725
C 3.808 -1.237 -2.289  0.280
C 4.590 -2.249 -2.852  -0.569
C 4.199 -2.887 -4.013  -0.415
C 3.016 -2.521 -4.644  -0.668
C 2.241 -1.514 -4.096  -0.429
C 2.613 -0.866 -2.920  0.097
C 1.724 0.236 -2.364  0.649
O 2.221 0.854 -1.259  -1.005
N 0.391 -0.411 -2.078  0.158
N -0.337 0.082 -1.099  -0.536
C -1.286 -0.585 -0.558  -0.283
C -2.131 -0.101 0.519  0.323
Br -2.149 1.789 0.821  -0.095
C -2.847 -0.937 1.278  -0.582
C -3.776 -0.666 2.382  0.438
C -4.734 0.346 2.333  -0.358
C -5.615 0.532 3.387  -0.595
C -5.553 -0.287 4.504  -0.413
C -4.612 -1.305 4.560  -0.521
C -3.741 -1.501 3.502  -0.463
H 3.519 -0.016 -0.903  0.350
H 5.508 -2.519 -2.345  0.421
H 4.814 -3.672 -4.433  0.359
H 2.709 -3.003 -5.564  0.386
H 1.331 -1.204 -4.600  0.414
H 1.527 0.965 -3.172  0.114
H 0.321 -1.405 -2.265  0.390
H -1.500 -1.599 -0.899  0.320
H -2.694 -1.993 1.066  0.333
H -4.802 0.974 1.457  0.461
H -6.359 1.316 3.328  0.371
H -6.244 -0.141 5.324  0.368
H -4.560 -1.949 5.428  0.368
H -3.011 -2.300 3.543  0.376
Cl 4.213 5.291 0.551  -0.081
C 3.055 4.933 1.845  0.623
Cl 2.527 6.454 2.608  -0.094
Cl 3.803 3.872 3.057  -0.085
C 1.910 4.240 1.297  -0.017
N 1.002 3.682 0.866  -0.290

The following is a DFT calculation (ωB97M-V with the def2-TZVPD basis set) of C18H14BCoN8S as an isolated structure.

Values from the calculation:
Expectation value of S² = 0.76
E_LUMO (spin up / spin down) = -4.2 / -4.1 eV
Net charge = +1
Spin multiplicity = 2

Each line ends with the Löwdin spin population.
Element x y z (Å)
Co 0.581 0.580 0.016  1.042
B 3.172 3.172 -0.068  0.002
N 3.475 1.672 -0.022  -0.001
C 4.754 1.310 -0.015  0.000
C 4.836 -0.060 0.068  0.000
C 3.519 -0.459 0.103  0.000
N 2.668 0.587 0.036  -0.013
N 1.672 3.474 -0.022  -0.001
C 1.310 4.753 -0.014  0.000
C -0.060 4.835 0.069  0.000
C -0.459 3.517 0.104  0.000
N 0.587 2.667 0.036  -0.013
H 3.693 3.693 0.891  0.000
H 3.634 3.634 -1.086  0.000
H 5.529 2.059 -0.057  0.000
H 5.715 -0.680 0.105  0.000
H 3.209 -1.459 0.184  0.000
H 2.058 5.529 -0.056  0.000
H -0.680 5.714 0.106  0.000
H -1.459 3.207 0.185  0.000
S -4.873 -4.873 0.049  0.000
N -5.019 -3.273 0.037  0.000
C -3.790 -2.792 0.028  0.000
C -3.427 -1.395 0.007  0.000
C -4.405 -0.406 -0.019  0.000
C -3.989 0.894 -0.061  0.000
C -2.626 1.156 -0.063  0.000
N -1.656 0.247 -0.021  -0.006
C -2.069 -1.043 0.004  0.000
C -1.043 -2.068 0.005  0.000
N 0.247 -1.655 -0.020  -0.006
C 1.155 -2.625 -0.063  0.000
C 0.893 -3.989 -0.061  0.000
C -0.406 -4.405 -0.018  0.000
C -1.395 -3.426 0.007  0.000
C -2.792 -3.789 0.028  0.000
N -3.273 -5.019 0.037  0.000
H -5.449 -0.694 -0.016  0.000
H -4.686 1.719 -0.095  0.000
H -2.344 2.169 -0.110  0.000
H 2.168 -2.343 -0.110  0.000
H 1.718 -4.686 -0.094  0.000
H -0.694 -5.448 -0.016  0.000